[1]
Formula: C31H26N6O7S2Ti
Source: the OMol25 dataset
Level of theory: the ωB97M-V functional and the def2-TZVPD basis

Relative energy (zero: lowest compared OMol25 entry of this formula, charge and spin): 13.9 kcal per mole
M: 706.58 g/mol
HOMO-LUMO gap (spin up / spin down): 5.43 / 7.39 eV
Total charge: -1
HOMO (spin up / spin down): -2.93 / -4.88 eV
Spin multiplicity: 2
E: -3698.24755 a.u.

The geometry in XYZ format:
```
73
Properties=species:S:1:pos:R:3:lowdin_spin:R:1
Ti 0.22 0.82 -0.81 0.089
N -2.38 -3.02 -0.75 0.002
C -1.73 -1.86 -0.43 0.005
S -0.02 -1.89 -0.27 0.028
N -2.48 -0.81 -0.26 0.001
N -1.73 0.31 0.08 0.005
C -2.41 1.20 0.70 -0.001
C -1.91 2.45 1.23 0.000
C -2.81 3.32 1.86 0.000
C -2.38 4.48 2.46 0.000
C -1.02 4.79 2.45 0.000
C -0.10 3.95 1.85 0.000
C -0.54 2.77 1.23 0.000
O 0.33 1.97 0.67 0.003
H -1.88 -3.88 -0.64 0.000
H -3.38 -3.03 -0.59 0.000
H -3.46 0.99 0.88 0.000
H -3.86 3.06 1.86 0.000
H -3.09 5.15 2.93 0.000
H -0.67 5.71 2.91 0.000
H 0.95 4.19 1.81 0.000
C 3.00 0.39 3.78 0.000
O 3.65 0.57 2.52 0.005
C 2.72 0.17 1.59 0.011
N 1.56 -0.11 2.00 0.020
C 1.52 0.22 3.41 0.002
C 0.80 -0.82 4.24 0.000
C 0.20 -1.92 3.64 0.000
C -0.45 -2.87 4.43 0.000
C -0.49 -2.73 5.81 0.000
C 0.11 -1.63 6.41 0.000
C 0.75 -0.68 5.62 0.000
C 3.18 0.10 0.20 0.071
C 4.53 0.05 -0.07 0.037
C 4.99 -0.06 -1.40 0.144
C 4.04 -0.18 -2.39 -0.001
C 2.69 -0.16 -2.06 0.151
N 2.22 0.06 -0.78 0.223
C 1.67 -0.26 -3.05 0.070
N 0.42 -0.19 -2.76 0.081
C -0.36 -0.16 -3.99 0.007
C 0.73 -0.31 -5.08 0.001
O 1.99 -0.35 -4.36 0.020
C -1.43 -1.22 -4.01 0.003
C -1.11 -2.57 -4.09 0.000
C -2.11 -3.53 -4.13 0.000
C -3.44 -3.15 -4.06 0.000
C -3.77 -1.81 -3.95 0.000
C -2.77 -0.85 -3.92 0.001
H 3.22 1.25 4.40 0.000
H 3.41 -0.51 4.25 0.000
H 0.98 1.17 3.52 0.001
H 0.21 -2.02 2.56 0.000
H -0.92 -3.71 3.95 0.000
H -0.99 -3.47 6.42 0.000
H 0.07 -1.50 7.48 0.000
H 1.20 0.19 6.09 0.000
H 5.22 0.10 0.76 0.000
H 6.05 -0.07 -1.62 0.010
H 4.31 -0.30 -3.44 -0.003
H -0.83 0.82 -4.07 0.002
H 0.76 0.53 -5.76 0.001
H 0.64 -1.25 -5.64 0.000
H -0.07 -2.88 -4.11 0.000
H -1.84 -4.58 -4.19 0.000
H -4.22 -3.90 -4.09 0.000
H -4.81 -1.51 -3.87 0.000
H -3.02 0.20 -3.81 0.000
O -0.16 4.32 -1.70 0.000
S 0.03 3.06 -2.37 0.001
O -1.00 2.01 -1.81 0.005
O 1.26 2.31 -1.86 0.003
O -0.04 3.08 -3.81 0.001
```



[2]
Formula: C6H9LaO3
Source: the OMol25 dataset
Level of theory: the ωB97M-V functional and the def2-TZVPD basis

M: 268.04 g/mol
HOMO-LUMO gap (spin up / spin down): 5.80 / 7.17 eV
Total charge: +3
HOMO (spin up / spin down): -19.85 / -20.97 eV
Spin multiplicity: 2
E: -489.81758 a.u.

The geometry in XYZ format:
```
19
Properties=species:S:1:pos:R:3:lowdin_spin:R:1
O 0.77 -1.14 -1.86 -0.020
La 2.09 1.54 2.54 0.621
C 1.47 0.66 -0.01 0.199
O -0.33 0.06 1.30 0.013
C 0.38 -1.28 -0.67 0.008
C 0.30 -2.66 -0.11 0.000
H -0.12 -3.33 -0.86 0.001
H -0.40 -2.76 0.73 0.000
H 1.30 -3.07 0.07 0.000
C 0.07 -0.01 0.05 0.002
O 0.86 1.39 -1.11 0.155
C 0.41 2.59 -1.69 0.011
H -0.07 2.32 -2.64 0.000
H -0.30 3.00 -0.97 0.006
H 1.26 3.24 -1.92 0.003
C -1.70 -0.09 1.71 0.002
H -2.39 0.01 0.87 0.000
H -1.74 -1.12 2.10 0.000
H -1.88 0.66 2.48 0.000
```



[3]
Formula: C4H4S
Source: the OMol25 dataset
Level of theory: the ωB97M-V functional and the def2-TZVPD basis

Relative energy (zero: lowest compared OMol25 entry of this formula, charge and spin): 130.4 kcal per mole
M: 84.14 g/mol
HOMO-LUMO gap: 9.52 eV
Total charge: 0
HOMO: -9.47 eV
Spin multiplicity: 1
E: -552.78421 a.u.

The geometry in XYZ format:
```
9
Properties=species:S:1:pos:R:3:nbo_charge:R:1
C -2.08 -1.63 -0.31 -0.147
C -1.01 0.81 -0.17 -0.056
C -1.51 -0.52 -0.17 -0.076
C -0.14 1.60 -0.09 -0.205
S 2.59 0.12 -0.21 -0.355
H -2.63 -2.49 -0.28 0.230
H 3.01 -1.08 0.93 0.180
H 0.37 2.58 -0.15 0.264
H 1.41 0.62 0.45 0.164
```



Question: Which value of spin multiplicity does entry 3 give?
Answer: 1